No. 1
81
Properties=species:S:1:pos:R:3 method="wB97M-V/def2-TZVPD" homo_lumo_gap_ev="5.36 / 7.26" total_charge=-1 multiplicity=3 e_tot_ha=-5933.2611 e_above_lowest_kj_mol=0.0 fmax_ev_per_a=1.663 homo_ha="-0.1108 / -0.1811"
Ti 0.1072 0.1388 0.5784
O -0.7261 4.3771 1.2419
C -1.6220 4.5754 0.2597
C -2.0872 5.8773 0.0655
C -3.0096 6.1576 -0.9250
C -3.4971 5.1427 -1.7392
C -3.0377 3.8507 -1.5378
C -2.0971 3.5420 -0.5604
C -1.6355 2.1068 -0.4315
O -0.7794 1.8996 0.6240
N -0.9407 1.6519 -1.7144
N 0.3466 1.1922 -1.3665
C 1.3807 1.8299 -1.8838
C 2.7074 1.5834 -1.5387
Br 2.8690 0.4858 0.0549
C 3.9159 1.9867 -2.0811
C 4.1468 2.5218 -3.3964
C 3.2260 2.4614 -4.4610
C 3.5268 2.9974 -5.7021
C 4.7470 3.6137 -5.9429
C 5.6819 3.6628 -4.9107
C 5.3907 3.1275 -3.6739
H -0.5549 3.4030 1.2681
H -1.7011 6.6513 0.7152
H -3.3562 7.1753 -1.0581
H -4.2272 5.3543 -2.5085
H -3.4198 3.0426 -2.1538
H -2.5239 1.4639 -0.3360
H -0.8671 2.4558 -2.3356
H 1.2007 2.6289 -2.6012
H 4.7905 1.9049 -1.4489
H 2.2843 1.9502 -4.3264
H 2.7928 2.9260 -6.4967
H 4.9704 4.0404 -6.9119
H 6.6478 4.1251 -5.0760
H 6.1289 3.1744 -2.8812
N -1.8215 -8.0213 1.6290
C -1.2297 -6.7847 1.9027
C 0.0783 -6.7157 2.3728
C 0.6833 -5.4882 2.5935
C -0.0191 -4.3221 2.3489
C -1.3296 -4.3773 1.8966
C -1.9286 -5.5991 1.6652
S 0.7200 -2.7651 2.7259
O 2.0688 -3.0118 3.1685
O -0.1916 -2.0946 3.6092
N 0.7785 -1.8971 1.3453
C 0.7352 -2.4310 0.1105
N 1.0743 -3.6787 -0.2500
C 0.9886 -3.9468 -1.5440
C 0.6060 -3.0298 -2.5226
C 0.2897 -1.7629 -2.0680
N 0.3365 -1.4859 -0.7720
H -1.4502 -8.7903 2.1637
H -2.8289 -8.0142 1.6392
H 0.6298 -7.6301 2.5601
H 1.7046 -5.4257 2.9404
H -1.8877 -3.4634 1.7395
H -2.9501 -5.6400 1.3050
H 1.2576 -4.9597 -1.8308
H 0.5756 -3.2861 -3.5695
H -0.0125 -0.9471 -2.7152
B -2.1474 0.9784 3.1086
N -0.6466 0.8643 3.5107
C -0.1964 0.8937 4.7649
C 1.1798 0.7479 4.7630
C 1.4915 0.6052 3.4192
N 0.3960 0.6907 2.6649
N -2.5570 -0.1696 2.1023
C -3.7389 -0.7814 2.1077
C -3.8349 -1.6064 0.9959
C -2.6158 -1.4355 0.3548
N -1.8473 -0.5756 1.0302
H -2.4131 2.0431 2.6176
H -2.7859 0.7723 4.1170
H -0.8936 1.0133 5.5757
H 1.8458 0.7114 5.6054
H 2.4511 0.4344 2.9577
H -4.4367 -0.5775 2.9016
H -4.6590 -2.2333 0.7053
H -2.2476 -1.8852 -0.5541



No. 2
81
Properties=species:S:1:pos:R:3 method="wB97M-V/def2-TZVPD" homo_lumo_gap_ev=7.37 total_charge=-1 e_tot_ha=-3227.4973 e_above_lowest_kj_mol=63.0 fmax_ev_per_a=1.938 homo_ha=-0.1953
Sr -0.6493 -0.2376 -0.4277
O 2.6215 -0.6853 6.3825
C 1.3883 -0.7219 6.2602
O 0.4865 -0.8046 7.1125
C 0.8716 -0.6805 4.7908
C -0.4919 -0.6951 4.5285
C -0.9218 -0.5568 3.2244
N -0.0922 -0.4099 2.1858
C 1.2292 -0.4341 2.4252
C 1.7368 -0.5709 3.7112
C 2.1955 -0.2974 1.2422
O 3.3948 -0.3632 1.4758
O 1.6521 -0.0840 0.1035
H -1.1835 -0.7853 5.3561
H -1.9853 -0.5469 2.9962
H 2.8048 -0.5651 3.8772
N 1.9178 -0.2862 -7.7832
C 1.0552 -0.1465 -6.7036
C -0.3015 0.1004 -6.9013
C -1.1634 0.1957 -5.8217
C -0.6810 0.0466 -4.5386
C 0.6697 -0.1942 -4.3225
C 1.5313 -0.2984 -5.3955
S -1.7790 0.2170 -3.1622
O -1.1155 1.2138 -2.2941
O -3.0926 0.5734 -3.6287
N -1.6898 -1.2692 -2.5300
C -2.6837 -1.7404 -1.6857
N -3.0233 -3.0225 -1.8462
C -3.9552 -3.4954 -1.0359
C -4.5952 -2.7205 -0.0777
C -4.1407 -1.4194 0.0499
N -3.1722 -0.9378 -0.7132
H 1.6175 0.1531 -8.6378
H 2.8910 -0.1234 -7.5834
H -0.6853 0.2192 -7.9077
H -2.2163 0.3891 -5.9796
H 1.0666 -0.2963 -3.3196
H 2.5826 -0.4892 -5.2185
H -4.2091 -4.5438 -1.1576
H -5.3759 -3.1207 0.5508
H -4.5395 -0.7432 0.7989
Te 0.7875 3.0329 0.1918
C -0.0963 4.9778 0.2276
C -1.3341 5.2019 0.8231
C -1.9018 6.4661 0.8233
C -1.2450 7.5234 0.2117
C -0.0174 7.3095 -0.3935
C 0.5538 6.0457 -0.3819
C 1.3729 2.8920 2.2176
C 2.7178 2.7751 2.5363
C 3.1064 2.5622 3.8514
C 2.1597 2.4836 4.8580
C 0.8125 2.6230 4.5462
C 0.4203 2.8098 3.2313
H -1.8637 4.3805 1.2905
H -2.8630 6.6216 1.2970
H -1.6911 8.5100 0.2055
H 0.5053 8.1275 -0.8733
H 1.5198 5.8903 -0.8466
H 3.4659 2.7995 1.7538
H 4.1541 2.4207 4.0821
H 2.4612 2.2574 5.8724
H 0.0664 2.5267 5.3245
H -0.6357 2.8595 2.9910
C 0.2137 -6.2630 -0.1690
O -0.5443 -5.0608 -0.0423
P 0.1911 -3.5962 -0.0339
O 1.0758 -3.6124 -1.3804
C 0.4519 -3.9213 -2.6277
O 1.4571 -3.7844 0.9504
C 1.1997 -3.7494 2.3609
H -0.3671 -7.0594 0.2927
H 1.1783 -6.1675 0.3307
H 0.3768 -6.4953 -1.2240
H 1.2304 -4.3079 -3.2828
H 0.0011 -3.0265 -3.0607
H -0.3307 -4.6733 -2.5090
H 2.1139 -3.4131 2.8419
H 0.9279 -4.7456 2.7148
H 0.3990 -3.0433 2.5990



No. 3
77
Properties=species:S:1:pos:R:3 method="wB97M-V/def2-TZVPD" homo_lumo_gap_ev=6.79 e_tot_ha=-3527.1422 e_above_lowest_kj_mol=171.9 fmax_ev_per_a=1.041 homo_ha=-0.2782
Ti -0.3782 0.4463 -0.7961
N -3.1282 -0.3032 -4.5732
C -2.7699 0.0291 -3.2982
S -3.3089 -1.2271 -2.1820
N -2.2114 1.1800 -3.1537
N -1.7366 1.5669 -1.9023
C -1.9958 2.8071 -1.6478
C -1.7381 3.5033 -0.4071
C -2.1195 4.8447 -0.2891
C -2.0209 5.5019 0.9189
C -1.5643 4.8047 2.0396
C -1.1899 3.4787 1.9474
C -1.2442 2.8285 0.7175
O -0.8318 1.5760 0.5847
H -3.3646 -1.2576 -4.7775
H -2.7268 0.2504 -5.3108
H -2.5407 3.3467 -2.4198
H -2.5006 5.3592 -1.1637
H -2.3090 6.5403 1.0028
H -1.4923 5.3109 2.9938
H -0.8090 2.9370 2.8031
S -2.6720 -0.7900 -0.2803
C -0.2455 -2.6826 -1.1437
N -0.2305 -3.5277 -0.2439
N -1.3953 -3.9248 0.3957
C -1.2110 -4.5272 1.6289
C -2.2521 -4.4935 2.5620
C -2.0920 -5.0801 3.8050
C -0.9002 -5.7090 4.1488
C 0.1267 -5.7505 3.2160
C -0.0160 -5.1671 1.9645
N -0.0501 -2.0449 -2.1603
N 0.0937 -0.6589 -2.3423
C 0.8563 -0.4271 -3.5111
C 1.7725 -1.3596 -3.9944
C 2.5433 -1.0677 -5.1098
C 2.4179 0.1501 -5.7626
C 1.4930 1.0719 -5.2927
C 0.7120 0.7862 -4.1844
H -2.1580 -3.2581 0.3118
H -3.1816 -3.9978 2.3064
H -2.9087 -5.0431 4.5149
H -0.7805 -6.1664 5.1213
H 1.0557 -6.2513 3.4597
H 0.7800 -5.2119 1.2347
H 1.8751 -2.3115 -3.4934
H 3.2518 -1.8036 -5.4686
H 3.0281 0.3762 -6.6266
H 1.3674 2.0208 -5.7993
H -0.0359 1.4931 -3.8529
C 1.9164 -2.7416 1.8605
N 0.7275 -2.0679 2.3673
C 0.2240 -2.4777 3.6737
C 0.0976 -1.1687 1.6582
O 0.4582 -0.8161 0.5104
H 2.8088 -2.3197 2.3254
H 1.9677 -2.6242 0.7830
H 1.8418 -3.7988 2.1077
H -0.1810 -3.4889 3.6152
H -0.5565 -1.7931 3.9967
H 1.0395 -2.4528 4.3958
H -0.8046 -0.7478 2.1083
C 1.5544 1.4186 -1.0138
C 1.8723 2.3956 0.0471
C 1.6582 3.7644 -0.1494
C 1.8507 4.6819 0.8652
C 2.2713 4.2501 2.1207
C 2.5209 2.8941 2.3312
C 2.3281 1.9884 1.3066
C 2.4218 5.1903 3.1983
N 2.5238 5.9404 4.0641
H 2.2402 0.5691 -1.0200
H 1.5732 1.8938 -1.9965
H 1.3222 4.1089 -1.1208
H 1.6687 5.7352 0.6959
H 2.8655 2.5624 3.3024
H 2.5257 0.9359 1.4768